{
  "formula": "C19H43CoOP3SSe",
  "method": "ωB97M-V/def2-TZVPD",
  "species": ["Co", "P", "P", "P", "H", "C", "C", "H", "C", "C", "C", "C", "C", "C", "C", "C", "C", "H", "H", "H", "H", "H", "H", "H", "H", "H", "H", "H", "H", "H", "H", "H", "H", "H", "H", "H", "H", "H", "H", "H", "H", "H", "H", "H", "H", "H", "C", "C", "C", "C", "C", "C", "Se", "H", "H", "H", "H", "H", "H", "C", "S", "C", "O", "H", "H", "H", "H", "H", "H"],
  "xyz": [[-0.27, -0.16, -0.72], [0.77, 1.61, -1.11], [-2.32, 0.47, -0.43], [0.03, -1.28, -2.46], [6.58, -5.80, 2.52], [6.93, -5.73, 1.49], [7.87, -4.84, 1.12], [8.32, -4.16, 1.86], [1.15, 2.54, 0.41], [-0.25, 2.77, -2.10], [2.35, 1.70, -2.03], [-3.19, -0.86, 0.47], [-2.74, 1.92, 0.61], [-3.40, 0.80, -1.89], [1.58, -2.17, -2.81], [-0.29, -0.41, -4.03], [-1.19, -2.62, -2.42], [6.52, -6.45, 0.77], [8.24, -4.79, 0.10], [1.93, 2.01, 0.97], [0.25, 2.59, 1.04], [1.49, 3.55, 0.16], [-1.13, 3.10, -1.53], [-0.59, 2.29, -3.02], [0.36, 3.64, -2.36], [3.15, 1.27, -1.41], [2.58, 2.75, -2.24], [2.28, 1.14, -2.98], [-4.25, -0.59, 0.58], [-2.73, -0.96, 1.46], [-3.11, -1.81, -0.07], [-3.77, 2.22, 0.39], [-2.07, 2.76, 0.41], [-2.65, 1.66, 1.68], [-4.42, 0.97, -1.54], [-3.39, -0.04, -2.59], [-3.06, 1.71, -2.42], [1.54, -2.59, -3.82], [1.71, -2.98, -2.08], [2.44, -1.50, -2.74], [-0.28, -1.14, -4.85], [0.48, 0.35, -4.23], [-1.27, 0.08, -4.00], [-1.17, -3.15, -3.38], [-2.20, -2.24, -2.25], [-0.93, -3.32, -1.62], [1.74, -2.72, 0.86], [3.10, -2.37, 0.87], [4.07, -3.37, 0.96], [3.68, -4.71, 1.06], [2.33, -5.07, 0.99], [1.36, -4.08, 0.86], [0.42, -1.33, 1.08], [1.22, -0.35, -0.84], [3.38, -1.32, 0.84], [5.13, -3.10, 0.98], [4.44, -5.47, 1.20], [2.04, -6.12, 1.05], [0.30, -4.33, 0.80], [0.63, -0.40, 4.55], [0.40, 1.12, 3.62], [1.13, 2.26, 4.79], [-1.06, 1.41, 3.54], [-0.28, -0.58, 5.14], [1.49, -0.25, 5.21], [0.83, -1.22, 3.85], [2.21, 2.31, 4.62], [0.66, 3.23, 4.63], [0.93, 1.88, 5.80]],
  "multiplicity": 5,
  "lumo_energy_ev": [-8.5, -13.0],
  "s2": 6.0433,
  "relative_energy_kj_mol": 0.00,
  "total_charge": 3,
  "gap_ev": [6.809, 2.321],
  "e_homo_ev": [-15.3, -15.3]
}



{
  "formula": "C19H43InOP3S2",
  "method": "ωB97M-V/def2-TZVPD",
  "species": ["In", "P", "P", "P", "H", "C", "C", "H", "C", "C", "C", "C", "C", "C", "C", "C", "C", "H", "H", "H", "H", "H", "H", "H", "H", "H", "H", "H", "H", "H", "H", "H", "H", "H", "H", "H", "H", "H", "H", "H", "H", "H", "H", "H", "H", "H", "C", "C", "C", "C", "C", "C", "S", "H", "H", "H", "H", "H", "H", "C", "S", "C", "O", "H", "H", "H", "H", "H", "H"],
  "xyz": [[0.70, 0.59, 0.90], [-1.56, -2.31, -0.32], [1.92, -0.80, -0.84], [-1.95, 0.95, 1.52], [1.89, 3.83, 0.24], [0.96, 3.44, 0.69], [1.29, 2.42, 1.76], [2.36, 2.49, 2.02], [-2.75, -1.99, -1.71], [-1.01, -3.97, -0.91], [-2.77, -2.91, 0.95], [3.55, -0.17, -1.34], [2.27, -2.58, -0.64], [0.99, -0.75, -2.41], [-2.29, 2.66, 2.07], [-2.47, 0.04, 3.01], [-3.40, 0.76, 0.41], [0.39, 4.29, 1.14], [0.67, 2.58, 2.66], [-3.32, -2.90, -1.93], [-2.18, -1.69, -2.60], [-3.44, -1.18, -1.44], [-1.90, -4.58, -1.13], [-0.42, -4.46, -0.13], [-0.39, -3.88, -1.81], [-3.07, -3.93, 0.70], [-3.65, -2.27, 1.00], [-2.27, -2.90, 1.93], [4.25, -1.02, -1.43], [3.96, 0.53, -0.60], [3.43, 0.34, -2.30], [2.63, -2.92, -1.62], [1.38, -3.15, -0.36], [3.05, -2.70, 0.12], [1.49, -1.47, -3.07], [1.02, 0.25, -2.86], [-0.06, -1.06, -2.26], [-3.31, 2.61, 2.50], [-2.28, 3.37, 1.23], [-1.59, 2.98, 2.86], [-2.90, 0.79, 3.70], [-1.61, -0.45, 3.49], [-3.24, -0.70, 2.74], [-4.11, 1.55, 0.68], [-3.86, -0.22, 0.59], [-3.11, 0.87, -0.64], [0.66, 3.47, -2.18], [-0.36, 3.93, -3.18], [-0.04, 3.43, -4.55], [1.25, 3.09, -4.89], [2.28, 3.03, -3.92], [1.97, 3.22, -2.56], [-0.22, 3.20, -0.76], [-1.28, 3.47, -2.75], [-0.43, 5.04, -3.23], [-0.84, 3.51, -5.29], [1.53, 2.91, -5.92], [3.29, 2.78, -4.26], [2.77, 3.14, -1.81], [2.76, -1.97, 4.44], [1.76, -2.01, 2.96], [0.60, -3.29, 3.48], [0.96, -0.66, 2.97], [3.11, -2.98, 4.63], [2.15, -1.64, 5.30], [3.62, -1.32, 4.25], [-0.12, -2.88, 4.19], [0.12, -3.71, 2.59], [1.17, -4.09, 3.95]],
  "lumo_energy_ev": -10.4,
  "relative_energy_kj_mol": 6.63,
  "total_charge": 3,
  "gap_ev": 6.104,
  "e_homo_ev": -16.5
}



{
  "formula": "C19H43MnO2P3S",
  "method": "ωB97M-V/def2-TZVPD",
  "species": ["Mn", "P", "P", "P", "H", "C", "C", "H", "C", "C", "C", "C", "C", "C", "C", "C", "C", "H", "H", "H", "H", "H", "H", "H", "H", "H", "H", "H", "H", "H", "H", "H", "H", "H", "H", "H", "H", "H", "H", "H", "H", "H", "H", "H", "H", "H", "C", "C", "C", "C", "C", "C", "O", "H", "H", "H", "H", "H", "H", "C", "S", "C", "O", "H", "H", "H", "H", "H", "H"],
  "xyz": [[0.15, 0.72, 0.64], [2.21, 2.02, -0.12], [-0.44, 2.48, 2.33], [-1.41, 1.73, -1.01], [-1.95, -7.88, -2.94], [-1.96, -7.33, -3.88], [-0.86, -7.24, -4.65], [0.08, -7.70, -4.35], [3.74, 1.27, 0.53], [2.42, 3.79, 0.27], [2.38, 1.83, -1.92], [-2.02, 2.05, 3.15], [0.72, 2.55, 3.74], [-0.65, 4.24, 1.86], [-1.41, 0.88, -2.63], [-1.28, 3.48, -1.55], [-3.15, 1.54, -0.45], [-2.92, -6.90, -4.20], [-0.88, -6.72, -5.62], [3.70, 0.17, 0.40], [3.84, 1.49, 1.60], [4.62, 1.66, 0.00], [2.41, 3.94, 1.36], [1.60, 4.38, -0.18], [3.38, 4.15, -0.13], [2.45, 0.75, -2.15], [3.29, 2.33, -2.27], [1.50, 2.25, -2.44], [-2.22, 2.74, 3.98], [-1.94, 1.02, 3.54], [-2.84, 2.07, 2.42], [0.40, 3.33, 4.45], [1.74, 2.77, 3.38], [0.74, 1.57, 4.24], [-1.62, 4.60, 2.23], [-0.63, 4.36, 0.76], [0.16, 4.84, 2.29], [-1.93, 1.51, -3.37], [-1.93, -0.09, -2.55], [-0.38, 0.69, -2.96], [-1.69, 3.56, -2.57], [-0.23, 3.80, -1.57], [-1.86, 4.14, -0.90], [-3.84, 1.59, -1.30], [-3.42, 2.31, 0.28], [-3.26, 0.56, 0.03], [-0.10, -1.84, -1.16], [-1.23, -2.36, -0.47], [-1.97, -3.41, -1.01], [-1.61, -3.98, -2.22], [-0.51, -3.50, -2.92], [0.26, -2.46, -2.39], [0.56, -0.80, -0.71], [-1.37, 0.14, 1.19], [-1.52, -1.88, 0.46], [-2.85, -3.75, -0.47], [-2.19, -4.83, -2.62], [-0.24, -3.93, -3.89], [1.12, -2.08, -2.93], [3.07, -1.44, 3.34], [1.72, -1.53, 2.16], [0.38, -2.23, 3.13], [1.29, -0.01, 2.14], [3.56, -2.42, 3.33], [2.68, -1.21, 4.34], [3.78, -0.67, 3.02], [0.08, -1.53, 3.93], [-0.46, -2.40, 2.45], [0.75, -3.18, 3.53]],
  "multiplicity": 5,
  "lumo_energy_ev": [-11.3, -11.3],
  "s2": 6.4565,
  "total_charge": 3,
  "gap_ev": [4.182, 4.214],
  "e_homo_ev": [-15.5, -15.5]
}



{
  "formula": "C19H43MnP3SSe",
  "method": "ωB97M-V/def2-TZVPD",
  "species": ["Mn", "P", "P", "P", "H", "C", "C", "H", "C", "C", "C", "C", "C", "C", "C", "C", "C", "H", "H", "H", "H", "H", "H", "H", "H", "H", "H", "H", "H", "H", "H", "H", "H", "H", "H", "H", "H", "H", "H", "H", "H", "H", "H", "H", "H", "H", "C", "C", "C", "C", "C", "C", "Se", "H", "H", "H", "H", "H", "H", "C", "S", "C", "H", "H", "H", "H", "H", "H"],
  "xyz": [[-0.05, -0.19, 0.90], [0.33, 1.87, 2.39], [-2.45, 0.30, 0.78], [2.42, -0.26, 0.49], [-1.49, -3.24, -5.74], [-0.77, -3.96, -5.30], [-0.69, -4.26, -3.97], [-1.38, -3.94, -3.14], [0.41, 3.38, 1.37], [-1.04, 2.21, 3.57], [1.83, 1.95, 3.46], [-3.28, -0.64, -0.54], [-3.53, -0.03, 2.22], [-2.85, 2.04, 0.38], [2.84, -1.41, -0.86], [3.59, -0.73, 1.83], [3.13, 1.31, -0.14], [-0.14, -4.43, -6.11], [0.08, -4.96, -3.60], [0.55, 4.29, 1.96], [-0.52, 3.47, 0.80], [1.23, 3.29, 0.65], [-0.79, 3.06, 4.20], [-1.23, 1.35, 4.21], [-1.97, 2.43, 3.04], [1.75, 2.78, 4.18], [2.74, 2.06, 2.85], [1.92, 1.03, 4.04], [-4.31, -0.29, -0.66], [-3.28, -1.71, -0.27], [-2.74, -0.51, -1.49], [-4.57, 0.21, 1.99], [-3.22, 0.59, 3.08], [-3.47, -1.08, 2.51], [-3.92, 2.09, 0.15], [-2.26, 2.36, -0.50], [-2.64, 2.72, 1.22], [3.91, -1.36, -1.09], [2.24, -1.18, -1.75], [2.61, -2.43, -0.53], [4.63, -0.68, 1.46], [3.38, -1.75, 2.16], [3.50, -0.05, 2.69], [4.15, 1.12, -0.50], [3.17, 2.08, 0.64], [2.51, 1.69, -0.98], [0.31, 1.26, -3.44], [-0.07, -0.09, -3.28], [0.13, -0.95, -4.34], [0.59, -0.49, -5.56], [0.89, 0.87, -5.74], [0.76, 1.74, -4.68], [0.22, 2.41, -1.99], [0.00, 1.23, -0.98], [-0.47, -0.47, -2.33], [-0.15, -2.00, -4.19], [0.68, -1.20, -6.36], [1.25, 1.26, -6.68], [0.99, 2.79, -4.73], [-1.66, -2.58, 3.04], [-0.04, -1.97, 2.53], [0.46, -1.15, 4.07], [-2.21, -2.94, 2.17], [-2.23, -1.80, 3.57], [-1.50, -3.46, 3.67], [-0.06, -0.19, 4.21], [0.18, -1.83, 4.88], [1.56, -1.02, 4.07]],
  "multiplicity": 5,
  "lumo_energy_ev": [-13.0, -10.6],
  "s2": 6.3558,
  "total_charge": 3,
  "gap_ev": [2.904, 5.349],
  "e_homo_ev": [-15.9, -15.9]
}



{
  "formula": "C19H43N2O2P3Tb",
  "method": "ωB97M-V/def2-TZVPD",
  "species": ["Tb", "P", "P", "P", "H", "C", "C", "H", "C", "C", "C", "C", "C", "C", "C", "C", "C", "H", "H", "H", "H", "H", "H", "H", "H", "H", "H", "H", "H", "H", "H", "H", "H", "H", "H", "H", "H", "H", "H", "H", "H", "H", "H", "H", "H", "H", "C", "C", "C", "C", "C", "C", "O", "H", "H", "H", "H", "H", "H", "C", "N", "C", "N", "O", "H", "H", "H", "H", "H", "H"],
  "xyz": [[0.06, 0.13, 0.25], [0.73, -2.35, -0.43], [2.82, 0.04, 1.43], [-2.75, 0.50, -0.06], [1.72, 3.13, 0.18], [0.66, 3.15, 0.46], [0.24, 3.09, 1.74], [0.93, 3.05, 2.59], [1.64, -2.19, -2.00], [1.64, -3.70, 0.43], [-0.71, -3.31, -1.03], [3.42, 1.49, 2.38], [3.11, -1.30, 2.66], [4.23, -0.22, 0.28], [-3.40, 2.06, 0.69], [-3.94, -0.60, 0.73], [-3.33, 0.64, -1.79], [-0.06, 3.19, -0.38], [-0.83, 3.07, 1.99], [1.14, -2.85, -2.74], [2.68, -2.52, -1.88], [1.68, -1.17, -2.41], [1.59, -4.61, -0.19], [1.18, -3.93, 1.41], [2.70, -3.45, 0.58], [-0.29, -4.10, -1.66], [-1.38, -2.69, -1.64], [-1.29, -3.76, -0.21], [4.50, 1.64, 2.24], [3.21, 1.34, 3.44], [2.88, 2.38, 2.04], [4.19, -1.49, 2.81], [2.62, -2.24, 2.34], [2.66, -1.01, 3.62], [5.20, -0.19, 0.80], [4.22, 0.58, -0.47], [4.12, -1.17, -0.25], [-4.17, 2.49, 0.03], [-2.59, 2.80, 0.84], [-3.84, 1.79, 1.67], [-4.95, -0.34, 0.40], [-3.90, -0.46, 1.82], [-3.75, -1.64, 0.50], [-4.36, 1.04, -1.85], [-3.31, -0.36, -2.26], [-2.64, 1.28, -2.37], [-0.28, 1.31, -3.70], [0.58, 0.72, -4.62], [0.40, 0.99, -5.98], [-0.52, 1.98, -6.38], [-1.33, 2.61, -5.43], [-1.19, 2.31, -4.06], [-0.23, 0.77, -2.39], [0.65, 0.34, -2.35], [1.34, 0.02, -4.25], [1.00, 0.45, -6.71], [-0.57, 2.26, -7.46], [-2.07, 3.35, -5.78], [-1.77, 2.86, -3.31], [-0.20, 0.52, 5.15], [-0.97, -0.60, 4.61], [-1.06, -0.97, 3.33], [-1.80, -2.09, 3.12], [-0.52, -0.39, 2.30], [0.20, 1.17, 4.38], [0.63, 0.17, 5.76], [-0.84, 1.13, 5.78], [-1.52, -1.15, 5.25], [-1.93, -2.46, 2.19], [-2.28, -2.58, 3.86]],
  "multiplicity": 7,
  "lumo_energy_ev": [-11.2, -9.2],
  "s2": 12.0831,
  "relative_energy_kj_mol": 194.85,
  "total_charge": 3,
  "gap_ev": [5.042, 7.022],
  "e_homo_ev": [-16.2, -16.2]
}



{
  "formula": "C19H43N3O20PS4",
  "method": "ωB97M-V/def2-TZVPD",
  "species": ["C", "C", "O", "C", "C", "O", "N", "C", "N", "C", "N", "C", "C", "O", "C", "C", "P", "C", "O", "H", "H", "H", "H", "H", "H", "H", "H", "H", "H", "H", "H", "H", "H", "H", "H", "H", "H", "H", "H", "H", "H", "H", "H", "H", "H", "H", "C", "C", "O", "S", "O", "O", "O", "H", "H", "H", "H", "C", "C", "O", "S", "O", "O", "O", "H", "H", "H", "H", "C", "C", "O", "S", "O", "O", "O", "H", "H", "H", "H", "C", "C", "O", "S", "O", "O", "O", "H", "H", "H", "H"],
  "xyz": [[2.94, 2.30, -0.77], [3.43, 0.88, -0.40], [2.85, 0.34, 0.79], [1.57, -0.20, 0.60], [0.49, 0.81, 1.06], [-0.75, 0.71, 0.34], [-0.60, 1.26, -0.89], [-1.51, 2.02, -1.44], [-1.33, 2.59, -2.69], [-0.53, 1.77, -3.63], [-2.66, 2.27, -0.69], [-3.56, 1.07, -0.67], [-3.89, 0.70, 0.78], [-4.68, 1.69, 1.42], [-5.71, 1.13, 2.23], [-6.81, 0.56, 1.29], [-3.54, 3.63, -1.47], [-5.04, 3.94, -0.47], [-2.53, 4.90, -1.14], [3.81, 2.87, -1.12], [2.21, 2.27, -1.59], [2.53, 2.85, 0.07], [3.31, 0.24, -1.29], [4.51, 0.95, -0.21], [1.45, -0.49, -0.46], [1.46, -1.13, 1.16], [0.29, 0.63, 2.12], [0.88, 1.83, 1.02], [0.27, 1.06, -1.37], [-0.90, 3.51, -2.59], [0.55, 1.92, -3.42], [-0.66, 2.10, -4.66], [-0.71, 0.70, -3.52], [-4.51, 1.32, -1.15], [-3.13, 0.20, -1.17], [-4.32, -0.31, 0.85], [-2.94, 0.64, 1.33], [-6.18, 1.91, 2.83], [-5.34, 0.39, 2.95], [-6.66, 1.03, 0.31], [-6.61, -0.50, 1.14], [-7.82, 0.73, 1.65], [-5.68, 3.07, -0.38], [-5.60, 4.72, -1.00], [-4.75, 4.34, 0.51], [-2.74, 5.60, -1.76], [6.82, -2.00, -2.20], [8.07, -1.53, -1.48], [8.24, -0.18, -1.91], [6.82, 0.50, -2.17], [6.45, 1.24, -1.01], [6.81, 1.06, -3.46], [5.95, -0.86, -2.19], [7.03, -2.26, -3.24], [6.34, -2.84, -1.70], [8.94, -2.13, -1.73], [7.92, -1.53, -0.39], [-1.47, -1.83, 4.11], [-2.67, -1.05, 4.62], [-3.78, -1.92, 4.44], [-3.30, -3.45, 4.62], [-3.58, -3.86, 5.94], [-3.70, -4.19, 3.48], [-1.71, -3.17, 4.52], [-1.43, -1.81, 3.01], [-0.53, -1.46, 4.52], [-2.82, -0.12, 4.08], [-2.57, -0.84, 5.69], [4.56, 5.10, -5.86], [5.77, 6.00, -5.78], [6.63, 5.37, -4.83], [6.45, 3.77, -4.92], [7.48, 3.24, -5.74], [6.19, 3.27, -3.63], [5.08, 3.77, -5.78], [3.89, 5.26, -5.01], [4.00, 5.23, -6.78], [5.53, 7.01, -5.46], [6.29, 6.05, -6.74], [-3.53, -9.60, 4.00], [-2.27, -9.24, 4.77], [-2.12, -7.83, 4.56], [-3.56, -7.14, 4.43], [-3.92, -6.60, 5.69], [-3.59, -6.36, 3.25], [-4.41, -8.49, 4.21], [-3.33, -9.68, 2.93], [-3.99, -10.51, 4.36], [-1.40, -9.77, 4.41], [-2.40, -9.41, 5.84]],
  "lumo_energy_ev": -3.1,
  "total_charge": 1,
  "gap_ev": 8.125,
  "e_homo_ev": -11.3
}



What did the first record say?
{
  "formula": "C19H43CoOP3SSe",
  "method": "ωB97M-V/def2-TZVPD",
  "species": ["Co", "P", "P", "P", "H", "C", "C", "H", "C", "C", "C", "C", "C", "C", "C", "C", "C", "H", "H", "H", "H", "H", "H", "H", "H", "H", "H", "H", "H", "H", "H", "H", "H", "H", "H", "H", "H", "H", "H", "H", "H", "H", "H", "H", "H", "H", "C", "C", "C", "C", "C", "C", "Se", "H", "H", "H", "H", "H", "H", "C", "S", "C", "O", "H", "H", "H", "H", "H", "H"],
  "xyz": [[-0.27, -0.16, -0.72], [0.77, 1.61, -1.11], [-2.32, 0.47, -0.43], [0.03, -1.28, -2.46], [6.58, -5.80, 2.52], [6.93, -5.73, 1.49], [7.87, -4.84, 1.12], [8.32, -4.16, 1.86], [1.15, 2.54, 0.41], [-0.25, 2.77, -2.10], [2.35, 1.70, -2.03], [-3.19, -0.86, 0.47], [-2.74, 1.92, 0.61], [-3.40, 0.80, -1.89], [1.58, -2.17, -2.81], [-0.29, -0.41, -4.03], [-1.19, -2.62, -2.42], [6.52, -6.45, 0.77], [8.24, -4.79, 0.10], [1.93, 2.01, 0.97], [0.25, 2.59, 1.04], [1.49, 3.55, 0.16], [-1.13, 3.10, -1.53], [-0.59, 2.29, -3.02], [0.36, 3.64, -2.36], [3.15, 1.27, -1.41], [2.58, 2.75, -2.24], [2.28, 1.14, -2.98], [-4.25, -0.59, 0.58], [-2.73, -0.96, 1.46], [-3.11, -1.81, -0.07], [-3.77, 2.22, 0.39], [-2.07, 2.76, 0.41], [-2.65, 1.66, 1.68], [-4.42, 0.97, -1.54], [-3.39, -0.04, -2.59], [-3.06, 1.71, -2.42], [1.54, -2.59, -3.82], [1.71, -2.98, -2.08], [2.44, -1.50, -2.74], [-0.28, -1.14, -4.85], [0.48, 0.35, -4.23], [-1.27, 0.08, -4.00], [-1.17, -3.15, -3.38], [-2.20, -2.24, -2.25], [-0.93, -3.32, -1.62], [1.74, -2.72, 0.86], [3.10, -2.37, 0.87], [4.07, -3.37, 0.96], [3.68, -4.71, 1.06], [2.33, -5.07, 0.99], [1.36, -4.08, 0.86], [0.42, -1.33, 1.08], [1.22, -0.35, -0.84], [3.38, -1.32, 0.84], [5.13, -3.10, 0.98], [4.44, -5.47, 1.20], [2.04, -6.12, 1.05], [0.30, -4.33, 0.80], [0.63, -0.40, 4.55], [0.40, 1.12, 3.62], [1.13, 2.26, 4.79], [-1.06, 1.41, 3.54], [-0.28, -0.58, 5.14], [1.49, -0.25, 5.21], [0.83, -1.22, 3.85], [2.21, 2.31, 4.62], [0.66, 3.23, 4.63], [0.93, 1.88, 5.80]],
  "multiplicity": 5,
  "lumo_energy_ev": [-8.5, -13.0],
  "s2": 6.0433,
  "relative_energy_kj_mol": 0.00,
  "total_charge": 3,
  "gap_ev": [6.809, 2.321],
  "e_homo_ev": [-15.3, -15.3]
}



Q: Number 2 is which compound?
A: C19H43InOP3S2